(1)
Below is C3H3N3O2 as an isolated structure, with properties calculated with wB97M-V/def2-TZVPD.

Results
**LUMO**: -1.6 eV
**E_tot**: -430.764976 Ha
**Frontier orbital gap**: 0.3205 hartree
**Energy relative to the best compared isomer or geometry (same formula, charge and spin)**: 4.245 eV

Element x y z (Å)
C 0.610 -1.626 -1.045
C -0.300 -0.648 -0.875
C 0.088 1.000 1.518
N 1.576 -2.233 -1.129
N 0.138 -0.272 1.002
N -1.094 0.080 -1.436
O 0.735 1.319 2.457
O -0.594 1.805 0.639
H 0.810 -0.896 1.389
H -1.045 0.225 -2.468
H -0.924 1.246 -0.052

(2)
Below is one molecule with the formula C3H3N3O2, with properties calculated with wB97M-V/def2-TZVPD.

Results
**LUMO**: 0.2 eV
**E_tot**: -430.668796 Ha
**SMILES string**: C=COc1nnno1
**Frontier orbital gap**: 0.3729 hartree
**Energy relative to the best compared isomer or geometry (same formula, charge and spin)**: 6.862 eV

Element x y z (Å)
C -1.938 0.675 0.239
C -1.403 -0.556 -0.154
C 1.018 -0.389 -0.208
H -1.284 1.680 -0.098
H -3.041 0.618 0.791
H -1.940 -1.482 0.171
N 1.184 0.877 -0.472
N 2.467 0.996 -0.104
N 3.013 -0.236 0.150
O -0.164 -1.042 -0.516
O 2.088 -1.143 0.201

(3)
Below is C3H3N3O2 as an isolated structure, with properties calculated with wB97M-V/def2-TZVPD.

Results
**LUMO**: -1.5 eV
**E_tot**: -430.605504 Ha
**Frontier orbital gap**: 0.3095 hartree
**Energy relative to the best compared isomer or geometry (same formula, charge and spin)**: 8.585 eV

Element x y z (Å)
C 1.926 0.067 0.028
C 0.422 -0.200 0.014
C -2.195 -0.046 -0.086
H 1.958 0.017 1.466
H 2.388 1.237 -0.343
H 2.405 -1.004 -0.606
N -0.280 1.018 0.004
N -1.491 1.170 -0.340
N -0.198 -1.162 -0.213
O -3.414 0.020 0.175
O -1.522 -1.118 -0.100

(4)
Below is one molecule with the formula C3H3N3O2, with properties calculated with wB97M-V/def2-TZVPD.

Results
**LUMO**: 0.3 eV
**E_tot**: -430.667492 Ha
**SMILES string**: [H]/N=C1/N=COC=NO1
**Frontier orbital gap**: 0.3954 hartree
**Energy relative to the best compared isomer or geometry (same formula, charge and spin)**: 6.898 eV

Element x y z (Å)
C 0.884 0.529 -0.673
C -1.250 -0.065 1.308
C -0.809 -0.856 -0.880
H 2.433 1.243 0.210
H -2.205 -0.281 1.828
H -1.459 -1.482 -1.430
N 1.890 1.304 -0.919
N -0.236 0.568 1.469
N 0.036 -0.209 -1.665
O 0.822 0.017 0.704
O -1.265 -1.112 0.379